Record 1
{
  "formula": "C4H3N",
  "method": "the ωB97M-V functional and the def2-TZVPD basis",
  "lumo_energy_ev": [-0.77, -0.77],
  "charge": 0,
  "gap_ha": [0.3099, 0.3099],
  "relative_energy_kcal_mol": 69.2,
  "symbols": ["C", "C", "C", "C", "N", "H", "H", "H"],
  "xyz": [[-1.53, -0.16, -0.17], [0.73, -0.07, 0.73], [1.14, 0.87, -0.07], [-0.19, -0.65, -0.23], [-2.53, 0.45, 0.03], [1.03, -0.32, 1.67], [1.07, 1.16, -1.02], [0.29, -1.27, -0.93]]
}



Record 2
{
  "formula": "C5H6O2",
  "method": "the ωB97M-V functional and the def2-TZVPD basis",
  "lumo_energy_ev": 0.53,
  "charge": 0,
  "gap_ha": 0.3384,
  "relative_energy_kcal_mol": 87.0,
  "symbols": ["C", "C", "O", "C", "O", "C", "C", "H", "H", "H", "H", "H", "H"],
  "xyz": [[0.52, -0.69, -1.52], [0.04, -0.67, -0.08], [1.18, -0.48, 0.84], [1.03, 0.39, 1.80], [-0.22, 1.71, 0.25], [-0.32, 1.04, 1.52], [-0.88, 0.45, 0.30], [1.30, -1.44, -1.66], [-0.32, -0.94, -2.17], [0.91, 0.29, -1.80], [-0.40, -1.64, 0.19], [-0.90, 1.55, 2.29], [-1.93, 0.45, 0.05]]
}



Record 3
{
  "formula": "C21H16ClF2N3O4",
  "method": "the ωB97M-V functional and the def2-TZVPD basis",
  "lumo_energy_ev": 0.25,
  "charge": 0,
  "gap_ha": 0.3237,
  "relative_energy_kcal_mol": 1.2,
  "smiles": "COc1ccnc(Oc2ccc(F)cc2)c1C(=O)N/C=N/OCc1ccc(F)cc1Cl",
  "symbols": ["C", "H", "H", "H", "O", "C", "C", "C", "N", "C", "C", "C", "O", "N", "C", "N", "O", "C", "C", "C", "C", "C", "C", "C", "Cl", "H", "F", "H", "H", "H", "H", "H", "H", "O", "C", "C", "C", "C", "C", "C", "H", "H", "F", "H", "H", "H", "H"],
  "xyz": [[-0.50, -3.75, -0.21], [-1.56, -3.59, -0.02], [-0.37, -4.19, -1.21], [-0.10, -4.43, 0.54], [0.10, -2.48, -0.12], [1.44, -2.37, -0.25], [2.29, -3.44, -0.56], [3.64, -3.20, -0.63], [4.20, -2.01, -0.45], [3.41, -0.99, -0.15], [2.01, -1.11, -0.03], [1.21, 0.07, 0.42], [1.55, 0.82, 1.30], [0.02, 0.22, -0.26], [-0.93, 1.14, 0.07], [-2.04, 1.12, -0.55], [-2.97, 2.08, -0.14], [-4.18, 1.95, -0.84], [-5.06, 0.83, -0.34], [-4.53, -0.43, -0.12], [-5.29, -1.48, 0.35], [-6.64, -1.26, 0.59], [-7.22, -0.02, 0.39], [-6.42, 1.02, -0.08], [-7.17, 2.55, -0.34], [-8.27, 0.13, 0.58], [-7.40, -2.27, 1.04], [-4.87, -2.46, 0.51], [-3.48, -0.58, -0.32], [-3.98, 1.80, -1.91], [-4.68, 2.92, -0.70], [-0.67, 1.82, 0.88], [-0.23, -0.45, -0.98], [3.90, 0.25, -0.01], [5.22, 0.61, 0.05], [5.43, 1.99, 0.07], [6.70, 2.50, 0.14], [7.77, 1.63, 0.19], [7.59, 0.26, 0.17], [6.31, -0.26, 0.10], [6.15, -1.32, 0.08], [8.45, -0.40, 0.22], [9.03, 2.12, 0.26], [6.88, 3.57, 0.17], [4.57, 2.63, 0.04], [4.34, -3.99, -0.86], [1.91, -4.43, -0.73]]
}



Record 4
{
  "formula": "C35H39AgN2PSe",
  "method": "the ωB97M-V functional and the def2-TZVPD basis",
  "lumo_energy_ev": 2.75,
  "charge": -1,
  "gap_ha": 0.2435,
  "relative_energy_kcal_mol": 24.6,
  "symbols": ["Ag", "N", "C", "C", "C", "C", "N", "H", "H", "H", "H", "H", "H", "H", "H", "H", "H", "H", "H", "C", "C", "C", "C", "C", "C", "P", "C", "C", "C", "C", "C", "C", "C", "C", "C", "C", "C", "C", "C", "C", "C", "C", "H", "H", "H", "H", "H", "H", "H", "H", "H", "H", "H", "H", "H", "H", "H", "H", "C", "C", "C", "C", "C", "C", "Se", "C", "C", "C", "H", "H", "H", "H", "H", "H", "H", "H", "H", "H", "H"],
  "xyz": [[-1.12, -1.04, -1.08], [-3.81, -0.32, -0.59], [-5.25, -0.35, -0.89], [-6.05, -1.10, 0.16], [-5.95, -2.64, 0.14], [-4.98, -3.24, 1.18], [-3.56, -3.20, 0.89], [-3.65, 0.16, 0.30], [-3.41, 0.33, -1.25], [-5.37, -0.85, -1.86], [-5.66, 0.66, -1.00], [-7.10, -0.81, 0.05], [-5.75, -0.74, 1.15], [-5.65, -2.97, -0.86], [-6.94, -3.06, 0.33], [-5.26, -4.28, 1.36], [-5.14, -2.71, 2.13], [-3.32, -3.73, 0.06], [-3.25, -2.25, 0.70], [5.81, 0.79, -1.16], [5.33, 0.94, 0.13], [4.04, 0.53, 0.44], [3.21, -0.03, -0.53], [3.71, -0.17, -1.82], [5.00, 0.22, -2.14], [1.47, -0.58, -0.26], [1.08, 0.08, 1.40], [1.17, 1.46, 1.62], [0.72, 2.01, 2.81], [0.17, 1.20, 3.80], [0.06, -0.16, 3.58], [0.52, -0.72, 2.39], [1.77, -2.37, 0.10], [2.88, -2.74, 0.81], [3.20, -4.09, 1.05], [2.40, -5.06, 0.53], [1.24, -4.73, -0.22], [0.44, -5.76, -0.77], [-0.70, -5.45, -1.45], [-1.09, -4.10, -1.58], [-0.37, -3.04, -1.07], [0.87, -3.37, -0.41], [6.82, 1.11, -1.41], [5.95, 1.39, 0.90], [3.67, 0.66, 1.45], [3.07, -0.58, -2.59], [5.37, 0.11, -3.15], [1.55, 2.11, 0.85], [0.79, 3.08, 2.95], [-0.19, 1.64, 4.72], [-0.38, -0.80, 4.34], [0.42, -1.79, 2.23], [3.55, -1.97, 1.19], [4.08, -4.35, 1.62], [2.63, -6.11, 0.68], [0.74, -6.79, -0.62], [-1.31, -6.24, -1.88], [-2.03, -3.90, -2.10], [2.47, 6.52, -0.37], [1.53, 5.37, -0.60], [0.42, 5.16, 0.21], [-0.46, 4.10, 0.01], [-1.62, 3.93, 0.95], [-0.25, 3.21, -1.05], [-1.49, 1.79, -1.36], [0.89, 3.39, -1.87], [1.21, 2.48, -3.02], [1.74, 4.46, -1.63], [2.18, 7.09, 0.51], [2.48, 7.21, -1.23], [3.50, 6.18, -0.23], [0.23, 5.85, 1.03], [-1.54, 4.64, 1.78], [-1.64, 2.91, 1.34], [-2.57, 4.09, 0.44], [0.64, 1.55, -2.96], [2.28, 2.25, -3.05], [0.95, 2.96, -3.98], [2.61, 4.58, -2.28]]
}



Record 5
{
  "formula": "C16H38AsN3O5Ru",
  "method": "the ωB97M-V functional and the def2-TZVPD basis",
  "lumo_energy_ev": [-11.14, -11.03],
  "charge": 3,
  "s_squared": 1.206,
  "gap_ha": [0.2531, 0.2550],
  "relative_energy_kcal_mol": 22.2,
  "spin_multiplicity": 2,
  "symbols": ["Ru", "C", "C", "O", "C", "C", "O", "C", "C", "O", "C", "C", "O", "H", "H", "H", "H", "H", "H", "H", "H", "H", "H", "H", "H", "H", "H", "H", "H", "C", "N", "C", "C", "N", "N", "C", "C", "H", "H", "H", "H", "H", "H", "H", "H", "H", "H", "H", "H", "H", "C", "As", "C", "C", "O", "H", "H", "H", "H", "H", "H", "H", "H", "H"],
  "xyz": [[0.06, 0.03, -0.64], [0.75, -2.84, -0.17], [-0.58, -2.89, 0.53], [-1.21, -1.58, 0.48], [-1.68, -1.07, 1.76], [-1.50, 0.41, 1.78], [-0.10, 0.61, 1.57], [0.39, 1.96, 1.56], [1.88, 1.83, 1.38], [2.13, 0.90, 0.29], [3.12, -0.11, 0.57], [2.71, -1.38, -0.13], [1.37, -1.64, 0.31], [0.63, -2.79, -1.25], [1.34, -3.72, 0.08], [-0.45, -3.18, 1.57], [-1.23, -3.62, 0.04], [-1.09, -1.52, 2.56], [-2.73, -1.33, 1.89], [-1.82, 0.81, 2.75], [-2.07, 0.89, 0.98], [0.17, 2.48, 2.49], [-0.06, 2.51, 0.73], [2.34, 1.44, 2.29], [2.32, 2.80, 1.14], [3.16, -0.29, 1.64], [4.10, 0.20, 0.22], [3.38, -2.18, 0.16], [2.72, -1.27, -1.22], [-1.65, -2.76, -4.14], [-0.79, -1.65, -4.55], [-0.98, -1.21, -5.94], [-0.08, -0.95, -3.65], [-0.50, -0.88, -2.37], [1.04, -0.33, -4.03], [1.82, -0.72, -5.21], [1.68, 0.70, -3.24], [-1.60, -3.53, -4.91], [-2.70, -2.46, -4.05], [-1.31, -3.20, -3.20], [-2.04, -1.26, -6.18], [-0.46, -1.86, -6.64], [-0.63, -0.19, -6.08], [-1.42, -1.28, -2.21], [1.50, -1.68, -5.60], [2.87, -0.80, -4.93], [1.76, 0.03, -6.00], [1.86, 1.58, -3.86], [2.65, 0.36, -2.86], [1.06, 1.02, -2.39], [-3.02, 1.86, -3.27], [-1.93, 2.74, -1.98], [-2.95, 3.93, -0.90], [-0.49, 3.71, -2.82], [-1.23, 1.55, -0.96], [-3.31, 2.56, -4.05], [-3.92, 1.49, -2.78], [-2.47, 1.02, -3.70], [-3.37, 4.70, -1.55], [-2.30, 4.39, -0.16], [-3.76, 3.39, -0.40], [-0.63, 3.75, -3.90], [0.45, 3.23, -2.57], [-0.48, 4.72, -2.43]]
}



Record 6
{
  "formula": "C6H9O2",
  "method": "the ωB97M-V functional and the def2-TZVPD basis",
  "lumo_energy_ev": 2.33,
  "charge": -1,
  "gap_ha": 0.2117,
  "relative_energy_kcal_mol": 142.2,
  "symbols": ["O", "C", "O", "C", "C", "C", "C", "C", "H", "H", "H", "H", "H", "H", "H", "H", "H"],
  "xyz": [[0.36, -2.76, 0.52], [-0.16, -2.01, 1.34], [0.11, -1.76, 2.53], [-1.31, -1.07, 0.76], [-0.75, 0.21, 0.28], [-0.27, 0.42, -1.09], [1.61, 1.83, -1.30], [0.29, 1.81, -1.14], [-2.00, -0.88, 1.58], [-1.84, -1.53, -0.07], [0.42, 0.31, 0.90], [-1.16, 1.16, 0.63], [0.41, -0.40, -1.42], [-1.17, 0.28, -1.69], [2.15, 0.92, -1.58], [2.23, 2.72, -1.21], [1.08, 0.75, 0.97]]
}



Record 7
{
  "formula": "C18H22BNO8",
  "method": "the ωB97M-V functional and the def2-TZVPD basis",
  "lumo_energy_ev": -0.96,
  "charge": 0,
  "gap_ha": 0.3141,
  "relative_energy_kcal_mol": 14.7,
  "smiles": "CCB(O)C1=C(COCOCCO)C(=O)C=CC1=O.O=[N+]([O-])c1ccccc1",
  "symbols": ["C", "C", "B", "O", "C", "C", "C", "O", "C", "O", "C", "C", "O", "C", "O", "C", "C", "C", "O", "H", "H", "H", "H", "H", "H", "H", "H", "H", "H", "H", "H", "H", "H", "H", "H", "H", "C", "C", "C", "C", "C", "C", "N", "O", "O", "H", "H", "H", "H", "H"],
  "xyz": [[3.48, 4.68, 2.44], [3.14, 3.18, 2.21], [1.57, 3.00, 2.19], [0.78, 4.12, 2.20], [0.81, 1.60, 2.21], [0.86, 0.78, 1.19], [1.62, 0.98, -0.07], [2.61, -0.03, -0.20], [2.52, -0.77, -1.38], [3.22, -1.96, -1.15], [3.87, -2.43, -2.32], [2.89, -2.68, -3.44], [3.43, -3.62, -4.36], [0.11, -0.50, 1.32], [0.41, -1.50, 0.76], [-1.10, -0.49, 2.19], [-1.14, 0.35, 3.18], [0.01, 1.25, 3.41], [0.26, 1.71, 4.47], [4.55, 4.84, 2.46], [3.00, 5.08, 3.32], [3.11, 5.25, 1.59], [3.60, 2.65, 3.03], [3.61, 2.91, 1.27], [0.02, 3.92, 2.77], [2.09, 1.95, -0.17], [0.91, 0.90, -0.90], [1.49, -1.04, -1.62], [3.00, -0.21, -2.19], [4.62, -1.69, -2.60], [4.33, -3.38, -2.09], [1.96, -3.08, -3.02], [2.65, -1.75, -3.96], [2.80, -3.67, -5.09], [-1.95, -1.13, 2.01], [-1.99, 0.42, 3.83], [-5.10, -3.26, -0.76], [-3.80, -2.77, -0.75], [-3.58, -1.41, -0.90], [-4.66, -0.56, -1.06], [-5.96, -1.04, -1.08], [-6.18, -2.40, -0.93], [-4.42, 0.88, -1.20], [-3.27, 1.27, -1.20], [-5.39, 1.61, -1.31], [-5.27, -4.32, -0.63], [-2.97, -3.44, -0.62], [-2.57, -1.03, -0.90], [-6.80, -0.37, -1.21], [-7.19, -2.79, -0.94]]
}



Record 8
{
  "formula": "C46H66BN5NiO4P2",
  "method": "the ωB97M-V functional and the def2-TZVPD basis",
  "lumo_energy_ev": 0.49,
  "charge": 0,
  "gap_ha": 0.2771,
  "symbols": ["Ni", "C", "C", "C", "C", "P", "C", "N", "B", "N", "C", "P", "C", "C", "C", "C", "C", "C", "C", "C", "C", "C", "C", "C", "C", "C", "C", "C", "C", "C", "H", "H", "H", "H", "H", "H", "H", "H", "H", "H", "H", "H", "H", "H", "H", "H", "H", "H", "H", "H", "H", "H", "H", "H", "H", "H", "H", "H", "H", "H", "H", "H", "H", "H", "H", "H", "H", "H", "H", "H", "H", "H", "H", "H", "C", "O", "C", "C", "C", "C", "C", "C", "O", "C", "O", "C", "H", "H", "H", "H", "H", "H", "H", "H", "H", "C", "C", "C", "C", "C", "N", "C", "O", "N", "C", "C", "C", "C", "N", "C", "C", "C", "H", "H", "H", "H", "H", "H", "H", "H", "H", "H", "H", "H", "H"],
  "xyz": [[-0.13, -0.01, -0.32], [-2.33, -0.64, -3.55], [-2.47, -1.73, -2.49], [-3.81, -2.45, -2.69], [-1.36, -2.76, -2.75], [-2.20, -1.00, -0.77], [-2.06, -2.55, 0.24], [-0.67, -2.86, 0.13], [0.27, -1.83, -0.24], [1.50, -2.54, -0.44], [2.71, -1.93, -0.87], [2.31, -0.12, -1.04], [2.78, 0.14, -2.85], [2.68, 1.61, -3.27], [1.69, -0.63, -3.61], [4.16, -0.38, -3.27], [3.56, 0.62, 0.16], [3.18, 0.04, 1.53], [3.42, 2.15, 0.25], [5.02, 0.29, -0.15], [1.30, -3.90, -0.23], [2.18, -4.97, -0.33], [1.68, -6.25, -0.08], [0.34, -6.44, 0.26], [-0.54, -5.37, 0.37], [-0.05, -4.09, 0.12], [-3.80, -0.22, -0.09], [-3.34, 0.55, 1.16], [-4.86, -1.23, 0.35], [-4.47, 0.79, -1.02], [-2.43, -1.09, -4.54], [-1.35, -0.16, -3.49], [-3.10, 0.13, -3.46], [-3.78, -2.98, -3.64], [-4.65, -1.77, -2.71], [-3.99, -3.20, -1.91], [-1.42, -3.07, -3.80], [-1.46, -3.65, -2.13], [-0.36, -2.34, -2.58], [-2.68, -3.36, -0.15], [-2.35, -2.34, 1.27], [3.05, -2.35, -1.82], [3.52, -2.09, -0.15], [1.68, 2.01, -3.08], [2.86, 1.67, -4.35], [3.42, 2.24, -2.77], [0.70, -0.25, -3.35], [1.72, -1.70, -3.41], [1.84, -0.49, -4.69], [4.96, 0.28, -2.93], [4.20, -0.41, -4.36], [4.37, -1.38, -2.91], [2.11, 0.14, 1.72], [3.72, 0.59, 2.30], [3.46, -1.01, 1.62], [2.43, 2.42, 0.61], [3.61, 2.65, -0.70], [4.15, 2.52, 0.97], [5.19, -0.77, -0.35], [5.63, 0.57, 0.71], [5.40, 0.86, -1.00], [3.21, -4.82, -0.59], [2.34, -7.10, -0.15], [-0.02, -7.44, 0.45], [-1.58, -5.52, 0.65], [-2.94, -0.13, 1.92], [-4.19, 1.09, 1.59], [-2.54, 1.26, 0.93], [-4.47, -2.00, 1.01], [-5.34, -1.72, -0.49], [-5.64, -0.69, 0.90], [-3.81, 1.61, -1.30], [-5.32, 1.24, -0.50], [-4.86, 0.34, -1.93], [0.95, 6.24, 2.60], [0.62, 5.43, 3.71], [0.38, 4.11, 3.47], [0.07, 3.34, 4.61], [-0.19, 2.01, 4.44], [-0.17, 1.37, 3.18], [-0.52, -0.03, 3.08], [-0.74, -0.84, 4.35], [-0.70, -0.62, 2.01], [0.18, 2.14, 2.02], [0.34, 1.69, 0.84], [0.44, 3.54, 2.23], [1.10, 7.24, 3.00], [0.14, 6.25, 1.87], [1.87, 5.90, 2.12], [0.04, 3.82, 5.58], [-0.44, 1.43, 5.31], [0.13, -0.79, 5.01], [-0.91, -1.87, 4.06], [-1.60, -0.47, 4.91], [0.69, 4.11, 1.35], [2.49, 3.88, -6.36], [1.06, 3.54, -6.03], [0.60, 2.23, -6.06], [-0.71, 1.92, -5.73], [-1.60, 2.93, -5.38], [-2.94, 2.57, -5.06], [-3.84, 3.24, -4.26], [-5.04, 3.16, -4.46], [-3.32, 3.99, -3.22], [-2.07, 3.76, -2.58], [-1.28, 4.82, -2.18], [-0.05, 4.54, -1.60], [0.33, 3.22, -1.44], [-0.43, 2.19, -1.80], [-1.60, 2.47, -2.35], [-1.17, 4.24, -5.37], [0.15, 4.54, -5.68], [2.88, 3.23, -7.14], [3.13, 3.77, -5.48], [2.58, 4.91, -6.70], [1.28, 1.43, -6.34], [-1.04, 0.89, -5.74], [-3.40, 1.95, -5.70], [-4.02, 4.51, -2.73], [-1.60, 5.85, -2.34], [0.61, 5.34, -1.28], [1.27, 2.98, -0.98], [-2.20, 1.63, -2.66], [-1.85, 5.04, -5.11], [0.48, 5.57, -5.66]]
}